# 1
Density functional theory data (the ωB97M-V functional and the def2-TZVPD basis) for a 11-piece molecular cluster, C48H114N4O17 overall in a non-equilibrium geometry.

* highest occupied orbital energy: -7.96 eV
* F_max: 3.68 eV/A
* calculated total energy: -3394.944384 Ha

Positions of all 183 atoms, in Å:
H  1.8727  2.4894  -0.6108
H  -1.5135  -6.5411  5.9507
H  3.4042  -2.0669  -3.9775
H  1.5051  3.7620  1.0493
O  -3.1636  2.5385  5.9072
H  -1.4264  2.4873  4.7629
H  -0.3736  -3.1302  -7.8968
O  -0.3890  4.8776  -0.6392
H  -2.3260  -5.1158  6.2477
H  6.5410  -1.4905  -1.3216
H  -3.1875  -3.1537  0.2351
H  -1.3576  4.0437  1.6248
O  1.8825  -2.7837  2.4361
C  -6.8865  2.4098  2.9336
H  -4.0324  2.2033  -0.5787
C  5.4095  -3.2053  -5.8200
C  0.4267  7.4818  2.7542
H  -7.2808  3.9308  1.8161
H  -1.5877  -2.7237  2.0204
H  -1.8890  -0.6874  1.0514
H  0.5543  8.4028  3.3231
H  -3.8666  0.8359  3.9081
C  2.4109  -4.0004  2.6568
H  1.9205  -3.9425  0.1738
C  6.8491  -1.4633  -6.7061
H  -0.0190  -5.0097  7.3535
C  -6.4207  1.3875  1.9129
C  0.6230  -0.7782  -0.1121
H  -0.4642  0.8607  1.4889
C  -2.8179  1.0333  4.1303
H  -3.4737  6.4384  1.1802
N  6.3234  -1.3020  -4.3677
H  -3.6637  -4.0648  -1.6071
H  7.9007  -0.8536  -3.5450
H  7.7068  -4.0108  -4.5308
H  -0.8018  -5.9197  3.7548
C  0.1675  4.4245  -3.8493
C  -2.5379  -0.1704  0.3445
H  2.0488  1.4071  0.6951
C  1.2751  6.0135  0.7861
H  -2.9733  -2.1910  3.5870
H  -1.8664  -2.9581  6.8086
H  8.2339  -3.6212  -6.1683
H  -1.0214  8.1327  1.2670
H  -2.0631  -2.7787  -8.3071
H  2.8531  4.8467  1.5716
H  6.9674  -2.8855  -2.2685
H  -0.6832  -1.5186  6.6924
C  -5.3422  -2.6821  0.8379
C  4.7499  -3.7053  -4.5438
H  8.7158  -2.6895  -4.7657
C  -1.0739  4.0095  -4.6739
C  1.7748  4.6876  1.5578
N  -0.1595  5.9130  0.4156
C  -1.4213  -5.4727  5.7556
H  -1.9287  4.3028  -4.0645
C  0.4604  0.4868  -2.2086
C  7.8705  -3.1939  -5.2337
C  -1.4716  -3.7435  3.8844
H  -2.9853  2.4251  0.8033
H  5.4591  -2.7769  -1.2903
O  -0.2456  -1.6964  4.1386
H  6.8491  -2.1739  -7.5326
H  3.0471  -4.0420  3.5409
H  0.4964  6.6748  3.4835
H  -3.1310  -3.0183  5.1534
H  -2.6977  3.1698  -0.7646
C  -2.0350  1.0801  -0.6086
C  -2.0810  0.7362  -2.0843
H  1.8572  -3.1695  7.1852
H  2.7332  0.9037  -0.7617
C  -1.5232  4.9429  2.2182
H  1.5821  8.2144  1.0800
C  6.6496  -2.2880  -5.4430
H  -0.3086  -3.8692  1.9854
H  -5.9853  -1.6967  -0.6419
H  4.5778  -2.8468  -6.4265
H  3.6997  -5.3167  1.5388
H  -3.5788  -3.7854  3.6164
H  0.5871  1.4372  -2.7269
C  -0.9641  7.3986  2.0707
H  2.3064  5.2504  -1.1363
H  1.3348  -0.0355  -2.5968
H  -0.8695  -0.2634  -3.6960
H  -4.2100  -4.5604  0.6701
O  -5.6178  -1.4177  0.2000
H  -0.0052  5.4552  -3.5395
C  1.5624  -3.0047  6.1488
C  -0.8994  -0.0795  -2.6221
H  -2.4258  -5.6737  3.9482
H  3.9379  -4.4116  -4.7163
C  -1.2761  6.1470  1.2607
C  2.2376  6.1087  -0.4679
H  0.5628  -0.9763  0.9580
C  4.3191  -2.5769  -3.6761
H  -2.3231  0.8403  3.1784
O  -0.7851  -1.1532  -8.5170
H  5.4991  -4.3088  -4.0313
H  -2.2422  -1.2772  -6.1189
H  -6.0610  -0.5137  1.7808
O  -0.2942  -1.8133  -5.6555
H  2.2110  -3.6080  5.5137
C  1.5580  7.3007  1.6739
H  1.7675  -1.9466  5.9862
H  7.7926  -0.9267  -6.6057
H  5.6430  -4.1331  -6.3421
C  -1.3109  -3.7132  2.3842
H  -6.8732  1.5314  0.9318
H  -2.8592  3.1948  4.0679
H  3.2812  6.0202  -0.1660
H  -6.2386  2.3372  3.8071
C  -4.1945  -3.5705  0.2142
H  -1.9661  2.4030  -5.2284
H  0.6099  -5.4985  5.7733
H  -0.5516  -2.6111  7.9374
H  4.0128  -3.1246  -2.7848
H  5.4154  0.5134  -2.4971
O  7.3476  -0.4253  -4.2024
H  2.4766  7.2757  2.2602
C  -0.1333  -4.8807  6.2772
H  -2.8890  -0.9999  -0.2693
O  -0.5423  1.7181  1.0642
O  -6.5133  0.0256  2.4336
H  -1.0343  -1.2618  4.4714
C  -1.1553  -2.3713  -7.8620
H  -2.0023  -3.0052  -6.0271
C  -2.5113  2.3922  4.7181
O  -4.4016  -3.6007  -1.2049
H  1.3760  4.6073  2.5691
C  4.7798  -0.3075  -2.8294
H  1.0887  -2.6745  2.9649
O  1.3570  4.5049  -4.6387
C  -0.8480  -2.5780  6.8890
H  -5.3662  1.6507  1.8299
C  3.2237  -4.3466  1.3965
H  -0.3792  4.1057  -0.0685
H  -1.0152  -1.1218  -2.3249
C  5.4341  -1.6115  -3.2226
H  1.5345  -1.2801  -0.4368
C  -2.5714  6.4466  0.5688
H  1.8310  3.6977  -4.4258
H  0.3278  3.7418  -3.0149
C  0.5341  0.6596  -0.6550
H  3.9709  -3.6015  1.1233
H  -0.2718  -2.9835  -4.2712
H  -2.5590  0.4113  5.8304
H  -5.1225  -2.4593  1.8820
H  -0.2100  -1.3918  -0.4553
H  -7.9244  2.2091  3.1992
N  -0.3746  -3.0592  4.4956
H  -3.3472  0.1703  0.9902
H  -6.2516  -3.2815  0.8807
H  -1.9530  1.5877  -2.7527
O  -1.0368  2.6322  -5.1537
O  -0.4563  -3.4647  -3.4646
H  -3.9104  3.1179  5.7394
O  -2.2527  0.0979  4.9762
H  -2.7702  5.7845  -0.2739
H  -1.1101  4.7613  -5.4623
C  -2.9874  2.2421  -0.2712
H  -1.7763  7.5969  2.7701
C  -1.4796  -5.2252  4.2511
C  6.1264  -2.2563  -1.9772
H  1.6539  -4.7788  2.7536
H  -0.2872  -4.3802  -3.6873
H  -0.9297  4.9273  3.1323
H  4.2166  0.1524  -3.6414
O  -6.6869  3.7506  2.5485
H  2.0501  6.9913  -1.0795
O  2.4743  -4.7176  0.2933
H  -2.9352  0.1228  -2.3707
H  -2.4567  7.3762  0.0114
N  -0.6375  1.3937  -0.2334
C  -2.8499  -3.1408  4.1075
C  0.0815  -3.3616  5.8873
H  -2.5604  4.8037  2.5233
H  6.0648  -0.7439  -6.9415
H  -0.0593  -0.9897  -6.0894
H  4.0430  -0.3950  -2.0309
C  -1.5418  -2.0760  -6.3626
C  1.8562  1.4248  -0.3776
H  0.0974  -0.8880  -8.2479
H  -1.8590  -4.4819  1.8394

Atoms 1-2, force components in eV/Å:
-0.27 -0.15 -0.63
0.51 -0.20 -0.02

---

# 2
Density functional theory data (the ωB97M-V functional and the def2-TZVPD basis) for a 8-piece molecular cluster, C48H120N8 overall in a non-equilibrium geometry.

* highest occupied orbital energy: -8.15 eV
* F_max: 3.16 eV/A
* calculated total energy: -2338.620338 Ha
* energy relative to the best compared isomer or geometry (same formula, charge and spin): 84.80 kcal per mole

Positions of all 176 atoms, in Å:
H  0.2793  5.3937  24.1079
H  3.0074  4.7226  17.5591
N  7.3087  -0.1397  19.1242
H  4.9618  6.8320  29.8180
H  1.6080  -4.8616  20.7842
H  5.0221  -2.2045  18.5125
H  4.5485  6.6838  31.4892
C  -0.5225  4.8011  17.3412
C  -0.0479  3.4296  22.4454
H  -1.1839  -2.0992  24.5702
C  5.9422  -1.8109  18.0803
C  -0.3645  -2.1734  22.6173
C  4.0973  9.0143  28.3047
H  -2.9512  0.5700  24.1132
H  2.6098  8.7269  26.7399
C  3.2262  8.0933  27.3777
C  -0.9050  8.1709  24.2149
H  5.0913  8.5725  28.3749
H  -4.5291  4.1239  28.7210
H  2.9999  8.4552  31.4294
H  1.5177  4.1884  24.4588
C  1.7494  -1.2314  21.9206
H  3.3041  7.3508  17.1108
C  -2.9238  5.4219  18.8097
H  8.3808  1.2784  19.9942
H  8.0085  1.0127  17.3470
C  4.6037  7.4047  30.6735
H  4.2462  4.5155  16.3356
H  6.8697  5.9503  18.3724
H  3.9012  7.5148  26.7469
H  -3.3422  7.8538  23.6141
H  -0.9412  6.8388  17.6648
C  5.9781  -0.4903  18.7400
H  -3.1958  -0.8641  27.9557
C  3.1004  2.8842  22.8394
H  7.4963  0.2874  21.9250
H  10.1142  1.0305  18.5687
H  8.0680  -0.7208  17.1693
H  5.5001  0.2280  18.0739
H  10.3533  -0.1364  17.3662
H  -0.8085  -1.2202  22.3306
H  -4.2775  0.1934  28.7211
N  -1.9839  8.0263  25.2395
C  -5.0509  5.4188  16.4654
H  -0.3622  9.2676  22.4041
H  -0.6151  9.2062  27.3139
C  7.0332  7.2762  16.5909
C  -1.7089  7.4282  26.5673
H  6.8334  -2.4247  18.2113
H  -0.5965  7.2199  23.7807
H  0.4740  -1.3696  24.3332
C  6.3926  6.2357  17.4349
C  -3.6242  4.9639  16.5027
H  -0.9297  4.0577  22.5723
C  -0.1770  -2.2292  24.1736
H  5.9600  7.5603  19.4559
H  1.9699  6.8455  23.0503
H  -3.1582  5.0127  15.5185
H  1.4397  9.6548  28.9353
H  -5.0586  1.2105  26.4736
H  6.3084  5.2963  16.8885
H  0.7929  11.2240  30.6111
C  4.0282  6.5783  16.8519
H  -0.2848  -2.4068  20.3015
H  1.1537  9.7738  31.3337
H  4.4173  6.9638  15.9095
H  -1.2940  2.2812  21.0215
H  3.8382  2.3169  22.2720
H  -2.7666  6.3303  20.7706
H  2.9112  7.9085  19.4282
H  6.8432  1.8846  19.4141
H  -0.1038  -4.7385  21.0578
C  6.8242  0.9386  21.3660
C  1.6533  10.5819  30.7994
H  -3.1415  5.4326  25.3787
H  0.0927  2.6493  23.1933
C  2.3858  3.8539  21.9405
H  2.3710  11.0556  31.4692
C  -3.0480  5.8864  24.3921
H  -4.0784  7.7184  25.1144
H  -5.5415  4.7495  15.7587
H  4.3850  9.9206  27.7717
C  -1.3778  6.0213  17.0911
H  3.9234  -0.7748  22.0190
H  -1.3172  6.3080  16.0412
H  -2.2585  3.2590  27.6974
H  2.9991  4.7501  21.8468
N  5.0147  6.5506  17.9524
H  1.3354  -2.3490  19.8375
H  0.0404  8.4002  24.7065
H  6.7510  1.9738  21.6992
H  -0.8420  4.1485  18.1537
H  0.3089  -3.1622  24.4592
H  5.8153  -1.7746  16.9984
C  0.7051  -4.3639  20.4305
C  0.6824  -2.8373  20.5609
C  3.2686  -1.6303  22.1846
H  -2.0846  5.4532  24.1231
C  -1.2324  8.9354  22.9703
H  0.3806  7.8332  26.9402
H  1.7149  -0.6767  20.9830
H  -5.1559  6.4549  16.1437
H  1.4437  -0.5369  22.7031
H  0.4268  2.0946  20.7918
H  -0.3864  3.4898  20.2089
C  -4.4468  3.3861  27.9229
C  -2.3186  1.4460  24.2569
H  2.4406  11.0238  28.8188
C  -3.0901  2.5654  27.8219
H  -5.2731  2.7084  28.1375
H  -2.3961  2.0478  23.3514
H  -3.8719  2.6360  25.0898
C  -2.8821  2.2920  25.3901
C  -0.5955  8.1166  27.3342
H  -4.1921  0.1023  25.6388
H  -2.6091  4.3822  18.8999
H  -2.8654  2.0006  28.7266
C  -2.2781  6.3920  19.7982
H  -2.2730  3.1866  25.5196
H  -2.3588  7.4314  19.4802
N  3.4797  9.3631  29.5617
H  3.3761  -2.0140  23.1992
C  2.1660  6.1426  23.8600
H  -1.8629  8.3371  22.3127
C  7.3155  1.0543  19.9391
H  3.7448  6.5166  20.2319
C  -0.3446  2.8151  21.0639
H  1.9186  6.5677  24.8327
N  -2.7954  5.8181  17.3833
C  5.0638  7.7178  18.8557
H  2.5846  7.3692  27.8798
C  3.3130  8.1552  30.4293
H  3.2285  5.9033  23.9035
H  5.3904  -0.5302  19.6572
H  -1.2357  6.1633  20.0198
H  -1.5300  6.3697  26.3784
H  3.9650  8.0510  20.7950
H  0.5234  5.0571  17.5103
H  -0.6606  7.8601  28.3915
H  -3.7552  3.9135  16.7629
H  2.2637  3.4014  20.9565
H  5.7780  0.6339  21.3938
H  9.8232  -0.6352  18.9943
H  0.5136  -4.6027  19.3843
C  8.2007  0.0869  17.8891
H  -3.9829  5.4474  19.0662
C  -3.1610  7.4295  24.6016
N  1.0807  4.3757  22.4245
C  3.8448  7.5306  19.8448
C  3.4475  5.1769  16.6714
H  5.3588  8.1234  30.9917
H  6.6954  8.2755  16.8656
H  -1.8230  9.7975  23.2803
H  -1.2698  1.2509  24.4804
H  -4.4896  3.8783  26.9513
H  -4.9079  -0.9262  27.6308
C  -4.0663  -0.2430  27.7448
H  6.7910  7.1062  15.5418
H  2.6995  5.0418  15.8901
H  -3.8269  5.4236  23.7862
H  -5.5101  5.2674  17.4423
H  3.5790  3.4256  23.6555
C  1.2362  4.9904  23.7764
H  -0.4167  4.1931  16.4427
H  -1.1355  -2.8657  22.2793
N  -2.9634  1.6263  26.6709
H  8.1166  7.2111  16.6910
H  2.6009  7.3918  30.1160
H  5.1560  8.7318  18.4666
H  2.3369  2.2238  23.2506
H  -2.5994  7.3933  27.1949
C  9.6894  0.0975  18.1984
H  3.6024  -2.3804  21.4678
C  2.2553  10.1581  29.4546
C  -4.0982  0.7000  26.5455
N  0.8495  -2.4156  21.9004

Atoms 1-2, force components in eV/Å:
-0.31 -0.46 -0.22
0.22 0.38 0.28

---

Asked for frontier orbital gap across the records above, the calculation gives 8.2, 8.8 eV in order.